The following is a DFT calculation (the ωB97M-V functional and the def2-TZVPD basis) of one molecule with the formula C13H12N4O5S in a non-equilibrium geometry.

```
35
Properties=species:S:1:pos:R:3:forces:R:3
C -0.2892 2.8325 3.9247 -0.039 0.235 0.194
C -0.1554 1.6136 3.0781 0.250 -0.103 -0.032
C -1.2908 1.0826 2.4647 0.169 -0.118 -0.002
C -1.2290 -0.0352 1.6563 -0.012 -0.113 -0.030
C -0.0075 -0.6463 1.4449 -0.100 -0.331 -0.147
S 0.1104 -2.0722 0.3828 0.190 -0.322 -0.165
O -1.1361 -2.2882 -0.2952 0.010 0.413 0.150
O 0.7115 -3.1510 1.1062 0.361 0.194 0.087
N 1.2533 -1.5898 -0.7916 -0.614 -0.019 0.425
N 0.6872 -1.1990 -1.9995 0.131 -0.272 -0.158
C -0.0941 -0.0691 -1.9313 0.266 0.399 -0.046
O -0.0989 0.6582 -0.9622 -0.133 -0.021 -0.345
C -0.8962 0.1954 -3.1567 -0.347 0.195 -0.350
C -2.0801 0.9164 -3.0287 0.220 -0.151 -0.041
C -2.8274 1.1663 -4.1693 -0.015 0.077 0.382
N -2.4649 0.7653 -5.3748 -0.235 0.081 -0.450
C -1.3320 0.0968 -5.4982 0.248 -0.186 -0.029
C -0.5091 -0.2212 -4.4280 -0.127 0.085 0.239
C 1.1368 -0.1643 2.0292 0.240 0.141 0.239
C 1.0649 0.9623 2.8454 -1.035 -0.627 -0.632
N 2.3117 1.4167 3.4200 0.433 0.039 0.083
O 2.2752 2.2007 4.3427 -0.012 0.200 0.287
O 3.3333 0.9726 2.9434 0.351 -0.081 -0.108
H -1.2924 3.2419 3.8436 -0.076 -0.005 -0.039
H 0.4335 3.5930 3.6353 -0.045 0.049 0.033
H -0.0855 2.5933 4.9675 -0.022 0.066 0.010
H -2.2408 1.5696 2.6252 -0.060 0.056 0.022
H -2.1042 -0.4383 1.1726 -0.152 0.033 -0.044
H 2.0210 -2.2365 -0.9012 -0.028 -0.113 0.106
H 0.3231 -1.9487 -2.5842 -0.010 0.150 0.241
H -2.3916 1.2614 -2.0557 -0.049 0.052 0.076
H -3.7582 1.7153 -4.1196 -0.061 0.044 0.112
H -1.0730 -0.1997 -6.5061 0.115 -0.057 -0.039
H 0.4169 -0.7515 -4.5866 0.095 -0.049 -0.055
H 2.0859 -0.6475 1.8597 0.095 0.060 0.026
```
Forces are in eV/Å.

Properties
Kohn-Sham gap ... 9.381 eV
Lowest unoccupied orbital energy ... -0.0210 Eh
SMILES ... Cc1ccc(S(=O)(=O)NNC(=O)c2ccncc2)cc1[N+](=O)[O-]

The following is a DFT calculation (the ωB97M-V functional and the def2-TZVPD basis) of one molecule with the formula C7H10ClNO2 in a non-equilibrium geometry.

```
21
Properties=species:S:1:pos:R:3:forces:R:3
C 0.7141 0.6884 1.5510 -1.521 1.121 -0.649
C -0.7072 1.2320 1.1803 -0.467 -0.197 1.011
C -0.6954 -1.0949 0.6544 -0.399 -0.541 0.668
C 1.2791 -0.4216 -0.6492 3.924 -0.955 -1.596
C 0.7835 -0.5924 0.7422 -0.782 -1.312 2.390
C -1.3348 0.2024 0.3042 0.265 -0.337 -1.175
C 0.2952 0.2281 -1.5630 -1.406 1.658 2.127
N -0.4075 -0.5224 -2.5250 -0.515 1.830 -1.758
O -0.4333 -1.7174 -2.3852 -0.155 -1.635 0.222
O -0.9484 0.0968 -3.4598 0.273 -0.945 0.840
Cl 0.5094 1.9017 -2.0361 0.254 -0.559 0.427
H 1.3100 1.5128 1.2041 1.284 -0.172 0.049
H 0.8229 0.5394 2.6354 0.020 0.052 -0.491
H -1.2708 1.2080 2.1575 -0.104 0.570 -1.069
H -0.7302 2.2270 0.7022 -0.014 -0.299 0.498
H -0.7372 -2.0290 -0.0291 -0.575 1.742 1.151
H -1.2346 -1.2488 1.7050 1.476 -0.381 -1.723
H 2.2789 0.2598 -0.6086 -2.283 -1.614 -0.262
H 1.6144 -1.4941 -1.0604 -0.796 2.411 0.603
H 1.3130 -1.3109 1.3718 0.587 -0.185 -0.689
H -2.4210 0.3352 0.1081 0.935 -0.253 -0.575
```
Forces are in eV/Å.

Properties
Kohn-Sham gap (alpha / beta) ... 7.282 / 7.745 eV
Lowest unoccupied orbital energy (alpha / beta) ... -0.0449 / -0.0326 Eh

The following is a DFT calculation (the ωB97M-V functional and the def2-TZVPD basis) of C51H117N3O15 as an isolated structure in a non-equilibrium geometry.

```
186
Properties=species:S:1:pos:R:3:forces:R:3
C -3.0193 0.7311 -1.0721 -1.139 -0.783 0.678
O -3.7983 -0.2438 -0.4083 -0.650 0.600 -1.407
C -5.1529 0.1520 -0.5009 -1.270 -1.754 1.008
C -6.0802 -1.0480 -0.1200 0.520 -0.154 -0.781
O -5.9206 -2.1627 -1.0021 -0.367 -0.581 -0.306
C -6.8649 -2.3901 -2.1126 1.691 1.456 1.644
H -1.9972 0.5495 -0.7399 -3.381 -1.832 1.009
H -3.2493 1.7614 -0.8006 -0.259 0.288 0.363
H -3.0273 0.7119 -2.1619 -0.909 -0.151 0.728
H -5.4548 0.5096 -1.4853 0.314 0.093 -0.254
H -5.3161 0.9186 0.2567 -0.282 0.369 -0.282
H -7.1140 -0.7101 -0.0482 -0.216 0.157 -0.262
H -5.8371 -1.4423 0.8667 0.303 0.183 0.080
H -6.3268 -3.0445 -2.7984 -0.289 -0.001 0.060
H -6.9584 -1.3885 -2.5322 -0.693 -0.217 -0.610
H -7.7999 -2.8134 -1.7456 -0.026 0.050 -0.143
C 1.2293 5.3113 5.2579 1.839 -1.654 -0.971
O 1.3368 3.9225 4.7581 -2.112 0.363 0.743
C 2.6348 3.3712 4.6682 0.552 0.591 -0.279
C 2.7403 2.0129 3.8671 -2.204 0.572 0.117
O 1.7810 0.9864 4.2384 1.079 0.831 0.283
C 0.4838 1.0904 3.6395 5.339 1.079 3.484
H 2.1015 5.5035 5.8827 -0.027 0.032 0.363
H 0.3258 5.5277 5.8279 -0.093 -0.503 -0.360
H 1.3686 5.9524 4.3874 -0.436 0.297 -0.004
H 3.0978 3.3485 5.6547 -0.060 -0.497 0.383
H 3.1819 4.1144 4.0880 0.227 -0.402 0.401
H 3.7571 1.6203 3.8772 -0.083 -0.077 0.623
H 2.5514 2.2201 2.8138 -0.134 0.175 0.495
H -0.2698 1.2062 4.4186 0.454 -0.104 0.521
H 0.1981 0.1695 3.1311 6.160 1.055 1.311
H 0.3391 1.9842 3.0325 2.036 -0.332 0.254
C 0.3253 2.8922 0.4630 1.412 4.715 3.977
O 1.7042 2.8646 0.9784 -2.437 1.120 -0.364
C 2.4339 4.0834 0.8220 0.197 -0.766 0.848
C 3.9410 3.7940 1.1787 -0.341 1.323 -0.295
O 4.1573 3.7068 2.5782 1.512 0.923 -0.178
C 5.5282 3.9878 3.0116 -0.834 -0.531 -0.740
H 0.2208 2.6124 -0.5853 0.669 3.862 2.797
H -0.2338 3.8003 0.6886 0.436 0.889 0.388
H -0.1650 2.1145 1.0486 0.183 1.884 1.387
H 2.0376 4.8060 1.5354 0.047 0.244 0.119
H 2.2045 4.4167 -0.1901 0.940 0.347 0.091
H 4.5130 4.6291 0.7745 0.137 0.061 -0.206
H 4.2816 2.8631 0.7253 0.652 1.849 0.173
H 5.7746 5.0477 3.0763 -0.254 0.208 -0.533
H 6.1855 3.4590 2.3215 0.334 0.181 0.074
H 5.7098 3.6194 4.0213 -0.516 -0.392 -0.067
C 0.0584 -2.2793 3.3994 0.362 -0.224 -0.976
O -0.1760 -2.3652 1.9765 -0.111 1.926 0.949
C 0.2593 -1.1173 1.4048 1.790 -1.121 -2.889
C -0.1587 -1.1731 -0.1135 -1.382 1.672 1.997
O 0.4988 -0.1129 -0.8957 -1.530 -1.196 0.355
C -0.2292 1.1527 -0.8878 2.315 -3.480 4.309
H -0.2367 -3.2472 3.8049 -0.100 0.316 0.285
H -0.4784 -1.4195 3.8003 -0.381 -0.598 0.476
H 1.1189 -2.0798 3.5529 0.117 -0.248 0.180
H 1.3478 -1.0877 1.3555 0.240 -0.291 0.248
H 0.0646 -0.1690 1.9057 0.260 -2.152 -1.431
H -1.2462 -1.1241 -0.1667 -0.275 0.271 -0.182
H 0.1323 -2.1622 -0.4672 -1.424 1.388 0.797
H 0.2760 1.9476 -1.4365 0.196 -2.947 -1.042
H -0.0329 1.5304 0.1156 -1.160 -5.080 -2.386
H -1.3106 1.1318 -1.0225 3.980 2.218 -0.239
C 1.3428 3.7678 -2.3394 0.574 0.225 -0.208
O 1.2892 3.2704 -3.6802 1.792 -0.925 0.755
C 2.1125 2.0233 -3.7713 0.373 0.341 1.105
C 3.5692 1.8522 -3.2281 1.141 2.138 0.997
O 3.9161 2.2807 -1.8656 -0.493 4.284 -6.201
C 3.3240 1.6549 -0.8349 1.043 3.769 -5.862
H 1.0166 3.0148 -1.6220 0.929 0.938 -0.967
H 0.7646 4.6748 -2.1626 -0.595 -0.113 -0.686
H 2.3435 4.0621 -2.0232 0.304 -0.300 -0.432
H 2.1821 1.7825 -4.8321 -0.229 0.095 -0.010
H 1.5967 1.2065 -3.2666 0.089 1.121 0.118
H 4.3156 2.3745 -3.8266 -0.247 0.516 -0.141
H 3.9149 0.8280 -3.3687 -0.735 -0.720 0.128
H 3.4246 2.1452 0.1334 -0.291 2.624 -6.861
H 4.0430 0.8357 -0.8316 0.265 2.625 -1.729
H 2.3513 1.1763 -0.9483 -0.341 0.963 -0.693
C 4.1931 -1.7475 3.2501 0.229 -0.754 -1.011
O 3.1174 -1.9451 2.2980 0.728 1.074 1.181
C 3.5046 -2.3641 0.9817 2.737 6.935 3.627
C 4.2253 -1.3028 0.0897 -0.380 1.446 1.370
O 3.4267 -0.0677 -0.0868 -0.536 -9.076 6.709
C 3.6730 0.9735 0.9237 0.818 -4.979 6.459
H 5.1287 -1.6970 2.6931 0.190 0.324 0.030
H 4.3186 -2.6121 3.9018 -0.367 -0.240 0.054
H 4.1019 -0.8747 3.8967 -0.530 0.174 -0.400
H 2.5408 -2.5831 0.5222 1.515 2.031 1.846
H 4.0892 -3.2803 1.0646 2.283 3.029 2.127
H 4.4401 -1.6800 -0.9101 -0.446 -0.025 -0.100
H 5.1967 -0.9282 0.4123 0.236 -0.461 0.688
H 3.6516 0.5636 1.9335 0.140 -1.117 0.069
H 2.9250 1.7660 0.8978 -1.313 -2.970 3.613
H 4.6219 1.4995 0.8184 0.653 -1.322 0.354
C 0.8202 -2.1375 -4.8849 -2.123 1.585 -1.982
C -0.4641 -1.3777 -4.3251 1.798 -0.520 2.415
C 0.1730 -0.2079 -3.5125 -1.327 0.829 -1.373
C -0.9008 0.8128 -2.9720 -0.146 -1.201 -4.423
C -1.8027 1.2361 -4.1457 -0.210 -1.149 0.428
C -2.4042 0.0436 -4.9754 0.105 0.009 -1.742
N -1.3603 -0.9319 -5.3765 2.090 2.338 2.390
O -1.6780 -1.8821 -6.3179 -0.898 -0.650 -0.171
C -3.6189 -0.6316 -4.2414 0.025 1.317 1.111
C -2.8287 0.6608 -6.3149 -1.465 -0.303 -1.052
C -1.1076 -2.2939 -3.1964 -1.628 1.265 -0.938
H 0.3975 -3.0667 -5.2669 0.366 1.274 -0.891
H 1.6594 -2.3434 -4.2204 -0.458 0.377 0.355
H 1.2078 -1.5915 -5.7450 -0.043 0.426 -0.017
H 0.7899 -0.5868 -2.6977 -0.358 -0.165 -0.574
H 0.8626 0.3271 -4.1655 -0.913 -0.724 -0.510
H -0.4713 1.7272 -2.5629 -0.843 -0.882 -2.161
H -1.5591 0.3094 -2.2640 1.284 -0.331 -1.434
H -1.3177 2.0246 -4.7213 0.148 -0.418 -0.464
H -2.6810 1.7165 -3.7145 -0.243 0.307 -0.095
H -3.5520 -1.6973 -4.0224 0.045 0.171 -0.448
H -3.6800 -0.1087 -3.2870 0.338 -0.764 0.299
H -4.6355 -0.3330 -4.4969 0.013 -0.344 -1.366
H -3.6523 1.3712 -6.2431 -0.044 0.113 0.433
H -2.1206 1.1264 -7.0005 0.855 0.184 0.824
H -3.2343 -0.1081 -6.9724 -0.394 -0.337 0.171
H -1.5767 -3.1378 -3.7023 -0.138 -0.053 0.361
H -1.9090 -1.8601 -2.5984 0.056 0.699 -0.094
H -0.3391 -2.6164 -2.4938 -1.097 0.528 -0.273
H -1.6291 -1.3444 -7.1116 0.122 -0.427 -0.463
C -2.0026 3.3090 4.9190 -0.221 0.256 -0.520
C -3.3600 2.5342 4.7382 1.257 -1.114 1.360
C -4.2541 3.1835 3.7101 0.363 -0.233 -1.613
C -3.7811 2.8943 2.2618 0.007 0.030 0.752
C -3.6689 1.3633 2.0208 -0.845 2.470 -0.208
C -2.7983 0.6232 2.9909 -0.334 0.409 -0.325
N -3.1364 1.0624 4.3739 -1.363 1.392 -1.310
O -2.3318 0.3881 5.2973 0.083 0.056 0.405
C -3.1701 -0.8791 2.8535 0.623 1.780 0.528
C -1.3411 0.8324 2.5853 -5.577 -0.392 -0.958
C -4.1570 2.5608 6.0667 0.212 -1.129 -0.279
H -1.1474 2.7944 5.3570 -0.401 -0.580 -0.048
H -2.0659 4.2060 5.5351 -0.608 0.090 0.100
H -1.6654 3.6829 3.9523 0.123 -0.082 -0.186
H -5.2731 2.7966 3.7205 -0.051 -0.191 0.552
H -4.3181 4.2465 3.9424 0.062 0.123 -0.130
H -2.8549 3.4220 2.0342 0.299 -0.096 0.058
H -4.5124 3.2997 1.5625 -0.119 0.033 -0.083
H -3.3198 1.3108 0.9895 0.081 -0.592 0.750
H -4.7038 1.0214 2.0406 -0.007 -0.372 0.209
H -2.5812 -1.3563 3.6367 -0.244 -0.710 -0.444
H -4.2422 -0.9263 3.0445 0.046 -0.453 -0.062
H -2.9042 -1.1147 1.8230 -0.112 -0.708 0.228
H -0.9309 1.8331 2.7212 -2.315 -0.510 -0.507
H -0.7172 0.1592 3.1732 -6.140 0.295 -0.583
H -1.1503 0.4670 1.5763 -1.315 0.883 -0.084
H -4.1916 3.5699 6.4773 -0.218 -0.149 0.018
H -3.7911 1.8468 6.8046 0.751 0.413 0.196
H -5.1341 2.1118 5.8881 -0.395 0.611 -0.225
H -3.0252 -0.1020 5.7452 0.389 -0.386 0.460
C 1.6982 -2.5017 -1.1654 1.467 -0.406 -1.034
C 1.8425 -3.9690 -0.8180 1.747 -0.254 -2.501
C 0.6644 -4.5055 -0.0264 -1.434 0.919 -0.147
C -0.5694 -4.9237 -0.8564 2.044 -1.184 -0.382
C -0.0263 -5.9345 -1.9018 -0.583 0.049 1.397
C 1.0299 -5.4338 -2.8508 0.766 2.355 -1.728
N 2.1224 -4.6957 -2.1139 -0.404 -2.163 0.676
O 3.1738 -4.1132 -2.9680 -1.838 0.228 0.993
C 1.6407 -6.6012 -3.6270 -0.294 -0.177 -0.075
C 0.4081 -4.4440 -3.8804 1.636 -2.036 0.721
C 3.1206 -4.0597 -0.0156 -1.076 -6.583 -1.446
H 1.8065 -1.9357 -0.2402 -1.162 0.556 -1.494
H 0.7804 -2.3401 -1.7308 1.617 0.199 -0.100
H 2.5944 -2.1817 -1.6969 -0.251 -0.231 -0.651
H 1.0012 -5.2111 0.7332 -0.228 -0.290 -0.213
H 0.2298 -3.6375 0.4694 0.828 -0.369 0.839
H -1.0476 -4.0377 -1.2742 -0.010 -0.158 -0.234
H -1.3126 -5.4421 -0.2506 0.065 0.150 0.183
H -0.9305 -6.3855 -2.3105 0.452 -0.160 -1.062
H 0.4985 -6.7233 -1.3629 -0.305 -0.258 0.517
H 0.8200 -7.0318 -4.2007 0.079 -0.198 -0.185
H 2.4079 -6.2968 -4.3390 -0.077 0.233 -0.051
H 2.0701 -7.4006 -3.0231 -0.061 0.123 0.364
H -0.2357 -5.0340 -4.5328 -0.672 0.409 -0.018
H -0.0088 -3.5603 -3.3973 0.633 -2.622 -0.685
H 1.1255 -3.9392 -4.5273 0.653 -2.556 0.949
H 3.0135 -3.8069 1.0393 -2.413 -4.349 -1.278
H 3.9091 -3.3833 -0.3453 -0.599 -1.612 -1.700
H 3.5377 -5.0628 0.0724 -0.005 -0.792 -1.065
H 3.6715 -4.8717 -3.2820 0.020 -0.287 0.297
```
Forces are in eV/Å.

Properties
Kohn-Sham gap ... 6.924 eV
Lowest unoccupied orbital energy ... 0.0200 Eh

The following is a DFT calculation (the ωB97M-V functional and the def2-TZVPD basis) of a 2-piece molecular cluster, ClIO2S overall in a non-equilibrium geometry.

```
5
Properties=species:S:1:pos:R:3:forces:R:3
O -0.0538 0.9476 -1.5564 -0.092 0.502 -0.312
O 1.0987 0.7337 0.6542 -0.147 -0.202 -0.382
S 0.2161 0.2350 -0.3596 0.413 -1.176 0.194
Cl 0.8083 -1.8894 -1.1270 -0.162 0.876 0.503
I -2.0694 -0.0270 2.3889 -0.012 0.000 -0.003
```
Forces are in eV/Å.

Properties
Kohn-Sham gap (alpha / beta) ... 6.936 / 6.521 eV
Lowest unoccupied orbital energy (alpha / beta) ... -0.1426 / -0.1386 Eh

For each record above, in turn, the calculated energy values are -1495.88173 -937.93562 -3304.23849 -1306.46405 Eh.
For each record above, in turn, the calculated energy relative to the best compared isomer or geometry (same formula, charge and spin) values are 0.0 505.2 3702.0 191.4 kJ/mol.
For each record above, in turn, the calculated M values are 336.33 175.62 1012.50 226.42 g mol⁻¹.